No. 1
Computed, not measured: an isolated molecule of C24H28ClNO3, with ωB97M-V with the def2-TZVPD basis set.

Results
LUMO energy	0.0189	Eh
HOMO level	-8.08	eV
relative energy (zero: lowest compared OMol25 entry of this formula, charge and spin)	2.296	eV
max |F|	0.01190	hartree/bohr
HOMO-LUMO gap	8.60	eV

```
57
C24H28ClNO3 | OMol25 | ωB97M-V with the def2-TZVPD basis set
O -3.508 -2.158 1.263
C -2.204 -1.860 1.711
H -1.647 -2.785 1.913
H -2.243 -1.283 2.647
C -1.452 -1.050 0.637
C -1.104 -1.988 -0.530
C -0.138 -1.353 -1.524
N 1.085 -0.969 -0.844
C 0.805 0.022 0.178
C -0.128 -0.557 1.237
H -0.309 0.192 2.008
H 0.374 -1.407 1.703
H 0.367 0.936 -0.259
H 1.751 0.305 0.648
C 2.112 -0.512 -1.765
C 3.444 -0.442 -1.084
C 4.227 0.637 -1.065
C 5.523 0.582 -0.414
C 6.316 1.708 -0.229
C 7.572 1.581 0.337
C 8.064 0.339 0.705
C 7.279 -0.786 0.526
C 6.004 -0.674 -0.014
O 5.285 -1.812 -0.194
C 3.880 -1.685 -0.357
H 3.398 -1.712 0.636
H 3.563 -2.578 -0.902
H 7.643 -1.762 0.803
H 9.050 0.253 1.132
Cl 8.548 2.992 0.571
H 5.949 2.676 -0.531
H 3.941 1.556 -1.554
H 1.868 0.471 -2.207
H 2.174 -1.242 -2.579
H -0.611 -0.493 -2.029
H 0.115 -2.090 -2.292
H -0.623 -2.881 -0.126
H -2.016 -2.293 -1.042
C -2.346 0.094 0.131
C -2.921 1.007 1.217
H -2.116 1.493 1.777
O -3.653 2.079 0.660
C -4.924 1.864 0.213
C -5.608 0.654 0.266
C -6.909 0.582 -0.206
C -7.540 1.694 -0.732
C -6.857 2.899 -0.787
C -5.562 2.986 -0.320
H -5.017 3.916 -0.353
H -7.337 3.776 -1.196
H -8.553 1.624 -1.097
H -7.431 -0.363 -0.161
H -5.148 -0.237 0.661
H -3.548 0.446 1.917
H -3.176 -0.348 -0.422
H -1.788 0.725 -0.561
H -3.919 -2.769 1.883
```

Mulliken population analysis, charges in e, atoms 1 to 4:
1 O -0.50
2 C -1.79
3 H 0.59
4 H 0.48



No. 2
Computed, not measured: a structure of composition C24H28CsGeN3O11S, with ωB97M-V with the def2-TZVPD basis set.

Results
net charge	-2
LUMO energy	0.1211	Eh
HOMO level	-0.02	eV
relative energy (zero: lowest compared OMol25 entry of this formula, charge and spin)	2.773	eV
max |F|	0.02535	hartree/bohr
HOMO-LUMO gap	3.32	eV

```
69
C24H28CsGeN3O11S | OMol25 | ωB97M-V with the def2-TZVPD basis set
Cs 0.119 -0.456 -0.030
O 1.391 3.012 0.008
C 2.488 2.302 -0.058
O 3.033 1.854 -1.040
C 3.077 2.023 1.306
C 4.467 1.922 1.415
C 5.029 1.607 2.636
C 4.188 1.375 3.717
C 2.814 1.497 3.497
N 2.265 1.816 2.331
C 1.847 1.308 4.662
O 2.164 0.300 5.511
O 0.904 2.016 4.849
H 0.776 2.949 -0.800
H 5.064 2.074 0.526
H 6.103 1.535 2.751
H 4.582 1.142 4.696
H 2.798 -0.283 5.083
C -4.251 -0.890 -0.425
C -3.427 -2.112 -0.239
N -2.237 -2.118 0.306
C -1.757 -3.422 0.206
C -2.709 -4.196 -0.395
N -3.792 -3.356 -0.640
C -2.759 -5.636 -0.642
O -4.024 -6.174 -0.485
O -1.859 -6.335 -0.998
C -0.362 -3.812 0.760
O -0.352 -4.727 1.588
O 0.563 -3.091 0.320
H -3.605 -0.022 -0.306
H -5.060 -0.837 0.308
H -4.683 -0.846 -1.425
H -4.561 -3.517 -1.268
H -4.556 -5.541 0.010
C -1.236 7.163 3.308
C -1.423 6.053 2.313
C -1.113 4.738 2.634
C -1.264 3.721 1.701
C -1.725 3.999 0.429
C -2.045 5.310 0.097
C -1.896 6.321 1.029
S -1.846 2.707 -0.808
O -3.100 2.908 -1.491
O -0.639 2.893 -1.645
O -1.710 1.475 -0.028
H -1.002 6.770 4.298
H -2.125 7.791 3.400
H -0.413 7.819 3.012
H -0.738 4.488 3.620
H -1.003 2.707 1.967
H -2.417 5.538 -0.894
H -2.152 7.339 0.753
C 0.850 1.326 -5.790
Ge -0.518 -0.139 -5.460
C -2.022 0.543 -6.585
C 0.263 -1.618 -6.549
C -1.025 -0.638 -3.730
H 0.938 1.582 -6.851
H 1.833 1.018 -5.425
H 0.568 2.225 -5.237
H -1.640 0.861 -7.558
H -2.499 1.394 -6.096
H -2.784 -0.226 -6.725
H 0.268 -1.310 -7.598
H -0.312 -2.539 -6.448
H 1.289 -1.823 -6.241
H -0.269 -1.232 -3.215
H -1.377 0.201 -3.127
```

Mulliken population analysis, charges in e, atoms 1 to 4:
1 Cs 1.10
2 O -0.20
3 C -0.07
4 O -0.58



No. 3
Computed, not measured: a cluster of 2 separate species, C24H28FN5O3 in total, with ωB97M-V with the def2-TZVPD basis set.

Results
LUMO energy	0.0074	Eh
HOMO level	-8.78	eV
relative energy (zero: lowest compared OMol25 entry of this formula, charge and spin)	0.000	eV
max |F|	0.04614	hartree/bohr
HOMO-LUMO gap	8.98	eV

```
61
C24H28FN5O3 | OMol25 | ωB97M-V with the def2-TZVPD basis set
O -2.589 -4.157 3.521
O 6.056 -1.653 -2.609
O 4.920 2.388 -1.991
F -0.941 -3.845 -1.278
N -6.696 -2.835 4.909
C -2.203 -3.007 3.368
C 5.426 -0.711 -3.062
C 3.981 2.178 -2.746
C -5.705 -2.910 5.766
C -6.413 -1.743 4.101
C -5.250 -1.146 4.494
C -0.694 3.783 -3.193
C -1.315 -0.672 0.499
C -0.246 2.893 -4.184
C -0.294 3.605 -1.857
C -1.059 -1.591 -0.522
C -1.698 -1.127 1.765
C -1.584 -3.410 0.976
C 0.601 1.826 -3.841
C 0.571 2.550 -1.515
C -1.194 -2.960 -0.288
C -1.830 -2.506 2.029
C 1.025 1.660 -2.507
N 3.436 3.165 -3.473
N -2.054 -2.189 4.474
N -4.791 -1.881 5.568
N 4.292 -0.323 -2.481
C 5.926 -0.005 -4.308
C 3.835 4.572 -3.409
C -2.422 -2.554 5.841
C -3.556 -1.651 6.334
C 2.049 0.594 -2.168
C 3.389 0.756 -2.909
H -5.618 -3.673 6.534
H -7.033 -1.409 3.275
H -4.791 -0.276 4.040
H -1.351 4.601 -3.455
H -1.218 0.392 0.305
H -0.566 3.024 -5.209
H -0.638 4.290 -1.095
H -0.760 -1.248 -1.508
H -1.901 -0.389 2.536
H -1.687 -4.480 1.140
H 0.935 1.141 -4.608
H 0.904 2.441 -0.492
H 2.626 2.941 -4.030
H -1.684 -1.261 4.305
H 4.070 -0.813 -1.629
H 5.168 -0.044 -5.086
H 6.172 1.027 -4.064
H 6.826 -0.510 -4.655
H 3.143 5.119 -2.767
H 4.844 4.667 -2.998
H 3.820 5.009 -4.409
H -2.736 -3.602 5.910
H -1.549 -2.438 6.493
H -3.258 -0.601 6.250
H -3.745 -1.853 7.393
H 1.626 -0.381 -2.414
H 2.240 0.610 -1.094
H 3.191 0.619 -3.971
```

Mulliken population analysis, charges in e, atoms 1 to 4:
1 O -0.68
2 O -0.67
3 O -0.68
4 F -0.30



No. 4
Computed, not measured: an isolated molecule of C24H28FN5O3, with ωB97M-V with the def2-TZVPD basis set.

Results
LUMO energy	-0.0244	Eh
HOMO level	-8.18	eV
relative energy (zero: lowest compared OMol25 entry of this formula, charge and spin)	3.022	eV
max |F|	0.02530	hartree/bohr
HOMO-LUMO gap	7.51	eV

```
61
C24H28FN5O3 | OMol25 | ωB97M-V with the def2-TZVPD basis set
C 4.757 -3.172 1.109
H 5.084 -3.919 0.392
C 3.494 -2.460 0.637
H 3.672 -2.023 -0.347
H 3.284 -1.647 1.335
C 2.262 -3.385 0.578
N 0.981 -2.714 0.443
C 0.263 -2.324 1.628
C 0.533 -0.882 2.077
N 0.217 0.017 0.983
C 0.319 1.413 1.354
C -0.413 2.305 0.393
N 0.171 3.396 0.041
C -0.463 4.248 -0.811
C 0.165 5.453 -1.167
C -0.453 6.320 -2.030
C -1.710 6.000 -2.560
C -2.351 4.822 -2.226
C -1.728 3.940 -1.348
C -2.385 2.692 -0.967
O -3.463 2.318 -1.365
N -1.644 1.920 -0.051
C -2.270 0.719 0.390
C -2.544 -0.299 -0.513
C -3.203 -1.440 -0.095
C -3.610 -1.571 1.223
C -3.373 -0.551 2.127
C -2.720 0.588 1.698
F -2.509 1.593 2.576
H -3.698 -0.617 3.153
H -4.123 -2.463 1.547
H -3.404 -2.229 -0.802
H -2.237 -0.186 -1.540
H -3.322 4.582 -2.634
N -2.342 6.922 -3.468
O -1.752 7.950 -3.726
O -3.424 6.616 -3.920
H 0.008 7.253 -2.319
H 1.132 5.670 -0.743
H -0.122 1.547 2.347
H 1.360 1.775 1.402
C 1.024 -0.293 -0.185
C 0.786 -1.750 -0.611
H 1.432 -1.989 -1.455
H -0.258 -1.833 -0.938
H 0.724 0.372 -1.000
H 2.094 -0.117 0.016
H -0.116 -0.643 2.923
H 1.581 -0.770 2.405
H 0.498 -3.012 2.442
H -0.809 -2.402 1.404
H 2.211 -3.932 1.527
C 2.398 -4.427 -0.544
C 1.234 -5.410 -0.544
H 0.295 -4.873 -0.642
H 1.212 -5.972 0.387
H 1.328 -6.112 -1.369
H 3.330 -4.975 -0.408
H 2.448 -3.923 -1.510
H 4.584 -3.664 2.065
H 5.565 -2.454 1.236
```

Mulliken population analysis, charges in e, atoms 1 to 4:
1 C -1.48
2 H 0.34
3 C -0.23
4 H 0.26



No. 5
Computed, not measured: a structure of composition C24H28GeN3O4Ti, with ωB97M-V with the def2-TZVPD basis set.

Results
multiplicity	2
LUMO energy (spin up / spin down)	-0.0145 / -0.0150	Eh
HOMO level (spin up / spin down)	-7.25 / -8.03	eV
relative energy (zero: lowest compared OMol25 entry of this formula, charge and spin)	0.000	eV
max |F|	0.09008	hartree/bohr
expectation value of S²	0.754
HOMO-LUMO gap (spin up / spin down)	6.85 / 7.62	eV

```
61
C24H28GeN3O4Ti | OMol25 | ωB97M-V with the def2-TZVPD basis set
Ti -1.574 -15.909 6.022
O -6.269 -13.091 5.463
C -5.313 -12.142 5.613
C -5.847 -10.792 5.656
C -4.970 -9.682 5.600
C -3.641 -9.940 5.717
C -3.131 -11.301 5.848
C -3.981 -12.431 5.767
C -3.532 -13.853 5.795
O -2.194 -14.098 5.713
N -4.391 -14.849 5.796
N -3.665 -16.013 5.950
C -4.428 -17.050 6.089
C -3.953 -18.359 6.194
C -4.925 -19.370 6.473
C -4.594 -20.653 6.576
C -3.286 -21.062 6.423
C -2.336 -20.202 6.106
C -2.616 -18.814 6.041
O -1.652 -17.945 5.875
H -5.838 -13.962 5.593
H -6.849 -10.735 5.562
H -5.241 -8.604 5.410
H -2.934 -9.131 5.813
H -2.040 -11.523 5.960
H -5.495 -16.816 6.200
H -5.979 -18.950 6.581
H -5.320 -21.366 6.803
H -3.111 -22.082 6.557
H -1.247 -20.357 6.171
O 0.747 -16.799 5.432
C 0.863 -17.235 4.093
C -0.307 -16.761 3.207
C -0.230 -17.205 1.914
C -1.167 -16.625 1.047
C -2.020 -15.623 1.566
C -2.053 -15.342 2.920
N -1.177 -15.947 3.723
H 0.159 -17.478 5.852
H 1.043 -18.407 4.175
H 1.713 -16.749 3.722
H 0.447 -17.925 1.568
H -1.305 -16.908 -0.015
H -2.581 -15.055 0.867
H -2.649 -14.608 3.379
C 0.781 -13.236 6.142
Ge 1.147 -14.425 7.586
C 2.834 -15.310 7.098
C 1.565 -13.235 9.119
C -0.506 -15.610 7.817
H 0.205 -12.322 6.503
H 0.306 -13.816 5.407
H 1.703 -12.950 5.664
H 2.863 -15.679 6.063
H 3.156 -16.111 7.778
H 3.651 -14.536 7.129
H 2.571 -12.732 9.024
H 1.494 -13.700 10.127
H 0.767 -12.502 9.139
H -1.296 -15.013 8.386
H -0.274 -16.488 8.449
```

Mulliken population analysis, charges in e, atoms 1 to 4:
1 Ti 0.09
2 O -0.67
3 C 0.73
4 C -0.88



No. 6
Computed, not measured: a structure of composition C24H28HfNO3, with ωB97M-V with the def2-TZVPD basis set.

Results
net charge	+1
LUMO energy	-0.1207	Eh
HOMO level	-10.93	eV
max |F|	0.09444	hartree/bohr
HOMO-LUMO gap	7.65	eV

```
57
C24H28HfNO3 | OMol25 | ωB97M-V with the def2-TZVPD basis set
C 2.200 -0.008 2.503
C 2.355 -0.718 1.292
C 1.948 0.107 0.211
H 2.799 -1.716 1.180
C 1.618 1.409 0.743
C 1.817 1.348 2.169
H 1.397 2.298 0.181
C -1.239 -2.194 2.674
C 0.069 -2.308 2.128
C -0.052 -2.492 0.714
H 0.963 -2.494 2.703
C -1.451 -2.383 0.367
C -2.171 -2.354 1.617
H 2.103 -0.096 -0.844
H 1.904 2.218 2.822
H 2.537 -0.327 3.505
H -3.246 -2.443 1.741
H 0.697 -2.927 0.063
H -1.470 -2.197 3.730
Hf -0.153 0.181 1.561
C -1.872 -1.606 -0.872
C -3.374 -1.467 -1.063
C -1.144 -2.101 -2.101
H -3.830 -2.452 -0.934
H -3.579 -1.090 -2.067
H -3.807 -0.777 -0.337
H -1.444 -3.146 -2.284
H -0.049 -2.102 -2.036
H -1.440 -1.525 -2.986
C -1.349 -0.205 -0.388
C -1.487 1.250 -0.870
H -0.214 -0.330 -0.399
H -1.892 -0.136 0.643
O -1.374 2.072 0.115
N -1.490 1.524 -2.238
C -0.432 2.431 -2.807
H -2.395 1.555 -2.652
C 0.869 1.681 -3.041
C 2.092 2.348 -2.928
H 2.057 3.377 -2.575
C 3.299 1.754 -3.293
H 4.224 2.326 -3.201
C 3.303 0.439 -3.768
H 4.251 -0.011 -4.065
C 2.099 -0.264 -3.861
H 2.116 -1.289 -4.239
C 0.893 0.349 -3.474
H -0.033 -0.214 -3.586
H -0.260 3.255 -2.098
H -0.793 2.905 -3.739
C -0.646 1.191 6.048
O -1.405 1.415 4.778
C -0.916 0.948 3.686
O -1.169 1.583 2.570
H -1.138 1.782 6.828
H 0.392 1.502 5.896
H -0.686 0.125 6.277
```

Mulliken population analysis, charges in e, atoms 1 to 4:
1 C -0.59
2 C -0.81
3 C 0.12
4 H 0.53



No. 7
Computed, not measured: an isolated molecule of C24H28N2O5, with ωB97M-V with the def2-TZVPD basis set.

Results
LUMO energy	0.0233	Eh
HOMO level	-7.54	eV
relative energy (zero: lowest compared OMol25 entry of this formula, charge and spin)	2.215	eV
max |F|	0.01549	hartree/bohr
HOMO-LUMO gap	8.18	eV

```
59
C24H28N2O5 | OMol25 | ωB97M-V with the def2-TZVPD basis set
C -6.311 -0.618 2.129
C -5.307 -1.718 1.794
O -3.974 -1.346 2.085
C -3.305 -0.502 1.256
C -2.029 -0.128 1.686
C -1.244 0.708 0.924
C -1.704 1.185 -0.302
C -2.974 0.820 -0.726
C -3.772 -0.012 0.041
H -4.750 -0.273 -0.331
H -3.349 1.177 -1.674
N -0.899 2.038 -1.091
C 0.405 1.768 -1.386
O 1.142 2.606 -1.875
C 0.840 0.367 -1.123
C 0.105 -0.676 -1.581
N 0.450 -1.974 -1.387
C 1.598 -2.352 -0.700
O 1.859 -3.533 -0.536
C 2.419 -1.252 -0.217
C 2.069 0.088 -0.433
C 2.916 1.096 0.050
C 4.081 0.789 0.716
C 4.430 -0.574 0.940
C 3.599 -1.564 0.472
H 3.819 -2.610 0.609
O 5.591 -0.774 1.615
C 5.998 -2.100 1.849
H 6.942 -2.027 2.388
H 6.156 -2.643 0.912
H 5.270 -2.642 2.461
O 4.963 1.697 1.199
C 4.705 3.063 0.977
H 4.632 3.290 -0.091
H 3.785 3.384 1.478
H 5.553 3.594 1.406
H 2.646 2.120 -0.143
C -0.389 -3.017 -1.946
C -0.114 -3.213 -3.433
H -0.752 -3.999 -3.828
H -0.304 -2.295 -3.986
H 0.924 -3.500 -3.582
H -1.437 -2.753 -1.777
H -0.152 -3.934 -1.402
H -0.808 -0.521 -2.138
C -1.424 3.359 -1.397
C -1.546 4.218 -0.143
H -2.218 3.752 0.575
H -1.934 5.200 -0.403
H -0.570 4.342 0.320
H -0.726 3.818 -2.101
H -2.400 3.256 -1.878
H -0.264 0.994 1.274
H -1.677 -0.507 2.631
H -5.404 -2.032 0.748
H -5.487 -2.588 2.431
H -6.136 0.268 1.524
H -6.218 -0.342 3.176
H -7.320 -0.976 1.946
```

Mulliken population analysis, charges in e, atoms 1 to 4:
1 C -1.05
2 C -0.40
3 O -0.47
4 C 0.74



No. 8
Computed, not measured: a structure of composition C24H28N3NiPS3, with ωB97M-V with the def2-TZVPD basis set.

Results
multiplicity	3
net charge	-2
LUMO energy (spin up / spin down)	0.1691 / 0.1690	Eh
HOMO level (spin up / spin down)	0.18 / -0.47	eV
max |F|	0.00705	hartree/bohr
expectation value of S²	2.019
HOMO-LUMO gap (spin up / spin down)	4.42 / 5.07	eV

```
60
C24H28N3NiPS3 | OMol25 | ωB97M-V with the def2-TZVPD basis set
Ni -0.410 -2.013 0.214
S -5.041 3.182 0.554
P -3.583 2.886 -0.773
S -1.733 2.568 -0.166
C -4.077 1.540 -1.925
C -5.303 0.899 -1.815
C -5.659 -0.092 -2.721
C -4.800 -0.434 -3.752
C -3.570 0.202 -3.866
C -3.205 1.173 -2.948
C -3.618 4.308 -1.950
C -4.833 4.738 -2.479
C -4.875 5.784 -3.386
C -3.701 6.422 -3.772
C -2.489 6.001 -3.245
C -2.448 4.946 -2.341
H -5.966 1.180 -1.005
H -6.604 -0.611 -2.607
H -5.071 -1.218 -4.449
H -2.885 -0.084 -4.654
H -2.228 1.640 -3.006
H -5.745 4.249 -2.158
H -5.826 6.108 -3.794
H -3.734 7.242 -4.480
H -1.569 6.494 -3.540
H -1.511 4.600 -1.920
C -3.005 0.782 2.750
C -2.092 -0.159 2.126
N -1.357 -0.909 1.665
H -2.476 1.339 3.524
H -3.844 0.248 3.196
H -3.383 1.498 2.018
C 1.592 -1.832 -2.291
C 2.297 -1.290 -1.046
C 2.550 0.215 -1.252
C 3.662 -1.991 -0.915
C 1.455 -1.504 0.199
H 2.190 -1.670 -3.197
H 0.622 -1.346 -2.415
H 1.403 -2.903 -2.181
H 3.129 0.405 -2.168
H 3.103 0.629 -0.404
H 1.598 0.744 -1.321
H 4.283 -1.844 -1.811
H 3.517 -3.063 -0.764
H 4.208 -1.601 -0.052
H 2.030 -1.140 1.069
C -0.373 -5.263 2.017
C -1.570 -5.036 1.141
C -2.732 -5.800 1.233
C -3.758 -5.457 0.363
N -3.703 -4.454 -0.496
C -2.550 -3.737 -0.515
S -2.379 -2.331 -1.455
N -1.471 -4.052 0.265
H -0.496 -6.146 2.646
H -0.214 -4.383 2.642
H 0.520 -5.363 1.399
H -2.831 -6.615 1.938
H -4.689 -6.022 0.370
```

Mulliken population analysis, charges in e, atoms 1 to 4:
1 Ni -0.41
2 S -0.62
3 P 0.66
4 S -0.54